(one)
ORCA calculation (ωB97M-V with the def2-TZVPD basis set) on a gas-phase ion, C4H13N2Si (charge +1).

Computed properties:
SMILES: CN[Si](C)(C)C=[NH2+]
Total charge: +1
E_LUMO: -4.7 eV

Structure (XYZ):
```
20
C4H13N2Si ωB97M-V with the def2-TZVPD basis set
C -1.165 2.061 -0.414
N -0.170 1.349 0.398
Si 0.547 -0.149 0.050
C 2.331 -0.221 0.968
C 0.560 -0.611 -1.816
C -0.651 -1.171 0.976
N -1.725 -1.760 0.637
H -0.945 1.665 -1.447
H -2.241 1.919 -0.104
H -0.912 3.102 -0.441
H -0.121 1.852 1.371
H 3.166 -0.780 0.428
H 2.538 0.884 0.974
H 2.037 -0.689 1.940
H 1.386 -0.068 -2.244
H 0.646 -1.730 -1.942
H -0.417 -0.368 -2.308
H -0.333 -1.080 2.052
H -2.542 -2.192 1.241
H -1.990 -2.015 -0.322
```

For reference, the Löwdin charges in units of e are: atom 1 (C): -0.141, atom 2 (N): -0.182, atom 3 (Si): 0.479, atom 4 (C): -0.140, atom 5 (C): -0.161, atom 6 (C): -0.111, atom 7 (N): 0.142, atom 8 (H): 0.075, atom 9 (H): 0.097, atom 10 (H): 0.072, atom 11 (H): 0.155, atom 12 (H): 0.056, atom 13 (H): 0.037, atom 14 (H): 0.019, atom 15 (H): 0.027, atom 16 (H): 0.056, atom 17 (H): 0.037, atom 18 (H): 0.127, atom 19 (H): 0.211, atom 20 (H): 0.145



(two)
ORCA calculation (ωB97M-V with the def2-TZVPD basis set) on 2 unconnected molecules or ions with the total composition C4H13N2Si.

Computed properties:
Total charge: +1
E_LUMO: -5.0 eV

Structure (XYZ):
```
20
C4H13N2Si ωB97M-V with the def2-TZVPD basis set
C 1.636 0.068 -2.512
C -0.199 -1.765 0.608
C -1.651 0.922 0.020
C -0.863 0.508 3.004
N 0.344 -0.113 -2.300
N 2.433 0.629 -1.635
Si -0.856 -0.195 1.296
H 2.109 -0.379 -3.359
H 0.756 -2.166 1.043
H -0.840 -2.618 0.688
H -0.041 -1.430 -0.377
H -1.864 1.939 0.311
H -1.165 1.018 -0.923
H -2.678 0.437 -0.156
H -1.126 1.551 2.955
H -1.615 -0.065 3.593
H 0.200 0.424 3.330
H -0.234 -0.444 -3.046
H 3.438 0.600 -1.760
H 2.217 1.078 -0.780
```

For reference, the Löwdin charges in units of e are: atom 1 (C): -0.337, atom 2 (C): -0.148, atom 3 (C): -0.170, atom 4 (C): -0.166, atom 5 (N): 0.032, atom 6 (N): 0.105, atom 7 (Si): 0.946, atom 8 (H): 0.119, atom 9 (H): 0.080, atom 10 (H): 0.047, atom 11 (H): -0.025, atom 12 (H): 0.035, atom 13 (H): -0.014, atom 14 (H): 0.089, atom 15 (H): 0.036, atom 16 (H): 0.068, atom 17 (H): 0.063, atom 18 (H): 0.035, atom 19 (H): 0.115, atom 20 (H): 0.090



Tell me which of them is the least stable. Sure, it is (two).



(one)
ORCA calculation (ωB97M-V with the def2-TZVPD basis set) on 2 unconnected molecules or ions with the total composition C3H13N3.

Computed properties:
SMILES: CCN.NCN
E_LUMO: 1.2 eV

Structure (XYZ):
```
19
C3H13N3 ωB97M-V with the def2-TZVPD basis set
C -1.270 1.407 -1.673
C -0.374 0.303 -2.208
N -0.663 -1.102 -1.864
H -2.249 1.437 -2.169
H -0.733 2.350 -1.799
H -1.658 1.281 -0.597
H 0.512 0.523 -1.683
H -0.251 0.340 -3.288
H -0.581 -1.712 -2.692
H -1.592 -1.155 -1.441
N 1.988 -1.051 2.356
C 0.927 -0.453 1.466
N -0.017 0.296 2.308
H 1.831 -1.938 2.809
H 2.339 -0.400 3.059
H 0.377 -1.129 0.879
H 1.346 0.322 0.752
H 0.356 1.065 2.716
H -0.286 -0.384 3.070
```

For reference, the Löwdin charges in units of e are: atom 1 (C): -0.121, atom 2 (C): -0.353, atom 3 (N): -0.026, atom 4 (H): 0.059, atom 5 (H): 0.068, atom 6 (H): 0.092, atom 7 (H): 0.057, atom 8 (H): 0.103, atom 9 (H): 0.068, atom 10 (H): 0.059, atom 11 (N): -0.021, atom 12 (C): -0.320, atom 13 (N): -0.025, atom 14 (H): 0.043, atom 15 (H): 0.053, atom 16 (H): 0.066, atom 17 (H): 0.111, atom 18 (H): -0.003, atom 19 (H): 0.088



(two)
ORCA calculation (ωB97M-V with the def2-TZVPD basis set) on 2 unconnected molecules or ions with the total composition C3H13N3.

Computed properties:
SMILES: CCN.NCN
E_LUMO: 1.0 eV

Structure (XYZ):
```
19
C3H13N3 ωB97M-V with the def2-TZVPD basis set
C 2.123 -0.142 -1.258
C 2.551 0.482 0.056
N 1.827 -0.142 1.173
H 2.388 -1.202 -1.265
H 2.626 0.343 -2.094
H 1.047 -0.047 -1.401
H 2.323 1.549 0.071
H 3.639 0.401 0.175
H 2.196 0.194 2.061
H 1.983 -1.145 1.162
N -1.477 0.170 0.966
C -1.864 -0.088 -0.418
N -3.298 -0.136 -0.627
H -0.464 0.262 1.035
H -1.735 -0.623 1.545
H -1.431 -1.014 -0.819
H -1.463 0.723 -1.030
H -3.699 0.720 -0.256
H -3.701 -0.883 -0.066
```

For reference, the Löwdin charges in units of e are: atom 1 (C): -0.106, atom 2 (C): -0.346, atom 3 (N): -0.029, atom 4 (H): 0.072, atom 5 (H): 0.071, atom 6 (H): 0.053, atom 7 (H): 0.103, atom 8 (H): 0.098, atom 9 (H): 0.072, atom 10 (H): 0.068, atom 11 (N): -0.012, atom 12 (C): -0.414, atom 13 (N): -0.015, atom 14 (H): 0.015, atom 15 (H): 0.055, atom 16 (H): 0.098, atom 17 (H): 0.099, atom 18 (H): 0.061, atom 19 (H): 0.056



Tell me which of them is the least stable. Sure, it is (one).



(one)
ORCA calculation (ωB97M-V with the def2-TZVPD basis set) on 2 unconnected molecules or ions with the total composition C3H13N3.

Computed properties:
SMILES: CNC.NCN
E_LUMO: 0.9 eV

Structure (XYZ):
```
19
C3H13N3 ωB97M-V with the def2-TZVPD basis set
C -1.742 0.313 -0.611
N -0.783 0.403 -1.725
C 0.013 1.661 -1.617
H -2.301 -0.614 -0.715
H -1.162 0.343 0.306
H -2.497 1.113 -0.605
H -1.392 0.556 -2.525
H -0.224 2.402 -2.384
H 1.008 1.466 -2.050
H 0.070 1.921 -0.562
N 1.537 -0.233 2.219
C 0.689 -1.330 1.756
N 0.686 -1.864 0.383
H 2.479 -0.591 2.232
H 1.400 0.654 1.747
H 0.932 -2.192 2.387
H -0.309 -1.077 2.117
H 1.537 -1.566 -0.100
H 0.061 -1.366 -0.255
```

For reference, the Löwdin charges in units of e are: atom 1 (C): -0.165, atom 2 (N): -0.182, atom 3 (C): -0.130, atom 4 (H): 0.080, atom 5 (H): 0.049, atom 6 (H): 0.080, atom 7 (H): 0.087, atom 8 (H): 0.070, atom 9 (H): 0.066, atom 10 (H): 0.068, atom 11 (N): -0.005, atom 12 (C): -0.387, atom 13 (N): 0.001, atom 14 (H): 0.054, atom 15 (H): 0.052, atom 16 (H): 0.096, atom 17 (H): 0.093, atom 18 (H): 0.062, atom 19 (H): 0.011



(two)
ORCA calculation (ωB97M-V with the def2-TZVPD basis set) on 2 unconnected molecules or ions with the total composition C3H13N3.

Computed properties:
SMILES: CCN.NCN
E_LUMO: 0.8 eV

Structure (XYZ):
```
19
C3H13N3 ωB97M-V with the def2-TZVPD basis set
C -2.197 1.539 -0.236
C -2.354 0.062 0.184
N -1.210 -0.858 -0.144
H -2.177 1.630 -1.297
H -3.131 2.145 0.093
H -1.384 2.081 0.300
H -2.499 0.089 1.270
H -3.296 -0.374 -0.310
H -1.347 -1.750 0.248
H -1.150 -1.058 -1.142
N 1.965 -1.339 0.714
C 2.126 -0.271 -0.277
N 3.436 0.487 -0.257
H 1.672 -0.997 1.566
H 0.973 -1.789 0.620
H 1.879 -0.715 -1.333
H 1.325 0.472 -0.348
H 3.305 0.960 0.657
H 4.065 -0.314 -0.307
```

For reference, the Löwdin charges in units of e are: atom 1 (C): -0.125, atom 2 (C): -0.321, atom 3 (N): -0.022, atom 4 (H): 0.043, atom 5 (H): 0.095, atom 6 (H): 0.073, atom 7 (H): 0.095, atom 8 (H): 0.115, atom 9 (H): 0.035, atom 10 (H): 0.073, atom 11 (N): -0.026, atom 12 (C): -0.415, atom 13 (N): -0.013, atom 14 (H): 0.005, atom 15 (H): 0.081, atom 16 (H): 0.120, atom 17 (H): 0.070, atom 18 (H): 0.065, atom 19 (H): 0.052



(three)
ORCA calculation (ωB97M-V with the def2-TZVPD basis set) on 2 unconnected molecules or ions with the total composition C3H13N3.

Computed properties:
SMILES: CCN.NCN
E_LUMO: 1.0 eV

Structure (XYZ):
```
19
C3H13N3 ωB97M-V with the def2-TZVPD basis set
C -0.697 2.487 2.459
C -0.272 1.537 1.366
N -1.386 0.783 0.720
H -1.561 3.133 2.246
H 0.082 3.149 2.821
H -1.092 1.901 3.305
H 0.510 0.791 1.612
H 0.384 2.026 0.642
H -1.957 1.588 0.474
H -1.738 0.265 1.519
N 0.077 -2.900 -1.482
C 0.472 -1.700 -2.220
N 1.809 -1.286 -2.075
H 0.589 -3.017 -0.617
H 0.246 -3.708 -2.066
H -0.069 -0.799 -1.940
H 0.101 -1.829 -3.270
H 1.957 -0.458 -1.520
H 2.548 -1.961 -1.973
```

For reference, the Löwdin charges in units of e are: atom 1 (C): -0.123, atom 2 (C): -0.374, atom 3 (N): -0.009, atom 4 (H): 0.071, atom 5 (H): 0.064, atom 6 (H): 0.071, atom 7 (H): 0.103, atom 8 (H): 0.091, atom 9 (H): 0.057, atom 10 (H): 0.060, atom 11 (N): -0.006, atom 12 (C): -0.412, atom 13 (N): -0.012, atom 14 (H): 0.053, atom 15 (H): 0.049, atom 16 (H): 0.089, atom 17 (H): 0.109, atom 18 (H): 0.057, atom 19 (H): 0.062



Tell me which of them is the least stable. Sure, it is (two).



(one)
ORCA calculation (ωB97M-V with the def2-TZVPD basis set) on C6H10N2O5 in the gas phase.

Computed properties:
SMILES: CCOC(=O)/[N+]([O-])=C(/CC)[N+](=O)[O-]
E_LUMO (spin up / spin down): -1.3 / -1.3 eV

Structure (XYZ):
```
23
C6H10N2O5 ωB97M-V with the def2-TZVPD basis set
C 3.980 -0.300 0.447
C 2.833 0.590 -0.121
O 1.586 0.060 0.418
C 0.718 -0.139 -0.572
O 0.705 -0.173 -1.757
N -0.514 -0.552 0.127
O -0.694 -1.772 0.284
C -1.441 0.375 0.359
C -2.836 -0.182 0.705
C -3.199 -1.167 -0.508
N -1.150 1.713 0.050
O -2.082 2.496 0.040
O -0.003 1.935 -0.367
H 3.736 -0.503 1.544
H 4.196 -1.210 -0.092
H 4.901 0.313 0.379
H 2.738 0.703 -1.278
H 2.883 1.706 0.387
H -3.416 0.812 0.579
H -2.790 -0.617 1.786
H -2.647 -2.045 -0.631
H -3.288 -0.544 -1.390
H -4.216 -1.498 -0.388
```

For reference, the Löwdin charges in units of e are: atom 1 (C): -0.071, atom 2 (C): -0.186, atom 3 (O): 0.011, atom 4 (C): -0.512, atom 5 (O): 0.187, atom 6 (N): -0.093, atom 7 (O): 0.050, atom 8 (C): -0.139, atom 9 (C): -0.095, atom 10 (C): -0.066, atom 11 (N): -0.291, atom 12 (O): 0.103, atom 13 (O): 0.082, atom 14 (H): 0.103, atom 15 (H): 0.063, atom 16 (H): 0.075, atom 17 (H): 0.151, atom 18 (H): 0.173, atom 19 (H): 0.125, atom 20 (H): 0.148, atom 21 (H): 0.041, atom 22 (H): 0.080, atom 23 (H): 0.063



(two)
ORCA calculation (ωB97M-V with the def2-TZVPD basis set) on C6H10N2O5 in the gas phase.

Computed properties:
SMILES: NCC(=O)N[C@@H](CC(=O)O)C(=O)O
E_LUMO: 0.4 eV

Structure (XYZ):
```
23
C6H10N2O5 ωB97M-V with the def2-TZVPD basis set
N 3.612 -0.683 -1.070
C 3.302 -0.948 0.315
C 1.933 -0.871 0.610
O 1.543 -0.936 1.780
N 1.041 -0.496 -0.327
C -0.232 0.087 -0.035
C -0.873 1.147 -1.019
C -1.860 1.964 -0.359
O -1.874 2.337 0.752
O -2.863 2.326 -1.197
C -1.272 -1.042 0.229
O -2.378 -0.698 -0.085
O -0.794 -2.192 0.711
H 4.669 -0.626 -1.021
H 3.427 -1.481 -1.712
H 3.832 -0.223 0.985
H 3.729 -1.876 0.545
H 1.588 -0.304 -1.191
H -0.028 0.633 0.956
H -1.280 0.604 -1.882
H -0.191 1.860 -1.470
H -3.452 3.064 -0.805
H 0.062 -2.125 1.237
```

For reference, the Löwdin charges in units of e are: atom 1 (N): -0.018, atom 2 (C): -0.216, atom 3 (C): -0.520, atom 4 (O): 0.038, atom 5 (N): 0.101, atom 6 (C): -0.163, atom 7 (C): -0.039, atom 8 (C): -0.605, atom 9 (O): 0.149, atom 10 (O): 0.077, atom 11 (C): -0.445, atom 12 (O): 0.131, atom 13 (O): 0.120, atom 14 (H): 0.109, atom 15 (H): 0.099, atom 16 (H): 0.166, atom 17 (H): 0.116, atom 18 (H): 0.145, atom 19 (H): 0.182, atom 20 (H): 0.139, atom 21 (H): 0.139, atom 22 (H): 0.171, atom 23 (H): 0.124



Tell me which of them is the least stable. Sure, it is (one).